C39H57AsN3O8Si | the ωB97M-V functional and the def2-TZVPD basis

Values from the calculation:
orbital gap	3.428	eV
E_tot	-130918.9592	eV
lowest unoccupied orbital energy	0.8	eV
HOMO level	-0.097	Eh

The geometry in ORCA input format:
```
! RIJCOSX wB97M-V def2-TZVPD def2/J DEFGRID3
* xyz -1 1
C 5.27812 -3.16157 -1.26112
C 4.22107 -4.29028 -1.22617
C 4.70478 -5.25121 -0.09018
C 4.25578 -5.17733 -2.52045
C 2.80755 -3.84729 -0.80348
C 2.03851 -2.79645 -1.66863
C 0.63982 -3.41730 -2.00782
C 2.65488 -2.39343 -3.02149
C 1.76659 -1.50141 -0.85828
C 0.65791 -1.39875 -0.04927
C 0.36542 -0.27137 0.68819
C 1.19491 0.81018 0.59348
O 0.91094 1.97600 1.28850
C 0.75831 3.12227 0.44276
C -0.26317 2.88346 -0.68038
O -1.39613 2.33276 -0.06385
C -2.17177 1.58771 -1.03418
C -3.66314 1.59251 -0.75470
As -4.49846 -0.23336 -1.16466
Si -5.51501 -2.34861 -1.52846
C -6.72678 -2.17373 -2.98779
C -6.47498 -2.90083 0.03805
C -4.11584 -3.60011 -1.86868
C 2.31847 0.73346 -0.20591
C 2.61844 -0.40837 -0.91215
H 6.25379 -3.65080 -1.11098
H 5.17383 -2.46819 -0.41793
H 5.35011 -2.65708 -2.22808
H 5.75418 -5.52295 -0.25415
H 4.65775 -4.72652 0.87703
H 4.07058 -6.14246 -0.01121
H 4.86381 -6.07051 -2.37058
H 4.62586 -4.54464 -3.33546
H 3.21571 -5.41976 -2.77079
H 2.18859 -4.75603 -0.74063
H 2.87283 -3.46278 0.22475
H 0.22598 -3.86459 -1.10143
H 0.84232 -4.21847 -2.73633
H -0.02417 -2.68874 -2.47975
H 2.81083 -3.23379 -3.70666
H 3.54883 -1.77211 -2.94266
H 1.91586 -1.75163 -3.52608
H -0.05747 -2.21190 0.04771
H -0.51671 -0.24978 1.32149
H 0.43030 3.94551 1.08929
H 1.71728 3.45171 0.01084
H 0.14152 2.22430 -1.46414
H -0.51610 3.84640 -1.16400
H -1.77919 0.55440 -1.06813
H -1.96798 2.01052 -2.03198
H -4.15155 2.33753 -1.40128
H -3.85853 1.87541 0.28799
H -3.19624 -0.65142 -1.99223
H -5.19751 0.35457 -2.49204
H -5.79933 0.20923 -0.32055
H -3.83768 -0.83326 0.17874
H -7.36619 -1.29781 -2.82773
H -6.17520 -2.10956 -3.93319
H -7.35966 -3.07546 -3.03026
H -6.68544 -1.98010 0.60129
H -7.40988 -3.37097 -0.29341
H -5.86594 -3.57452 0.64881
H -3.16111 -3.06425 -1.73725
H -4.13183 -3.95182 -2.91063
H -4.07901 -4.43383 -1.15438
H 2.97677 1.59708 -0.26944
H 3.53426 -0.40571 -1.49535
C 0.01924 7.41468 0.49334
C 0.78768 8.56880 0.41728
C 0.83451 9.29260 -0.76340
C 0.10523 8.85029 -1.85455
C -0.65887 7.69703 -1.79453
C -0.69829 6.97852 -0.61015
N 0.13573 9.63023 -3.10003
O 0.83263 10.62842 -3.12610
O -0.53808 9.23691 -4.03164
H -0.02345 6.85276 1.41810
H 1.34726 8.90606 1.27978
H 1.43246 10.19062 -0.82122
H -1.22096 7.35447 -2.65147
H -1.29178 6.07608 -0.54118
C 1.03834 -8.09834 1.76251
C 1.61953 -6.98917 1.16235
C 0.82495 -6.04987 0.52373
C -0.54599 -6.23266 0.49840
C -1.13843 -7.33528 1.08544
C -0.33857 -8.27309 1.72048
N -1.39343 -5.22302 -0.15867
O -0.83223 -4.27772 -0.67954
O -2.59688 -5.39318 -0.13720
H 1.66038 -8.82828 2.26564
H 2.69273 -6.85454 1.19468
H 1.27970 -5.18696 0.05739
H -2.21014 -7.47124 1.05647
H -0.78964 -9.13924 2.18631
C 2.21691 4.97436 6.62788
C 2.23512 6.36282 6.67397
C 1.31218 7.09347 5.94314
C 0.37722 6.42011 5.17665
C 0.35101 5.03760 5.11535
C 1.27896 4.31304 5.84643
N -0.61962 7.18774 4.41668
O -0.56208 8.40286 4.46970
O -1.44473 6.56413 3.78035
H 2.93621 4.40584 7.20391
H 2.96814 6.87567 7.28250
H 1.32824 8.17326 5.98013
H -0.37981 4.51983 4.50964
H 1.26824 3.23215 5.80888
*
```